DFT (ωB97M-V/def2-TZVPD) results for a 18-piece molecular cluster, C80H207N11O29 overall at a distorted geometry.

Geometry as XYZ:
```
327
Properties=species:S:1:pos:R:3
C -7.16 5.60 4.71
O -6.32 4.46 4.50
C -6.89 3.49 3.62
C -6.00 2.31 3.52
N -4.73 2.54 2.82
C -4.79 2.49 1.38
C -3.53 2.99 0.75
O -3.23 4.28 1.26
C -1.84 4.61 1.03
H -8.14 5.38 5.14
H -7.38 5.95 3.68
H -6.76 6.38 5.37
H -7.15 3.98 2.64
H -7.83 3.13 4.10
H -6.53 1.57 2.90
H -5.85 1.91 4.52
H -4.35 3.46 3.06
H -5.64 3.05 0.97
H -4.82 1.43 1.10
H -3.58 3.05 -0.36
H -2.73 2.31 0.99
H -1.70 4.73 -0.06
H -1.21 3.73 1.41
H -1.55 5.53 1.55
C -3.25 -4.43 3.47
O -2.41 -5.46 3.88
C -2.54 -5.62 5.28
C -1.97 -6.88 5.89
N -2.54 -7.12 7.19
C -1.89 -8.19 7.91
C -1.78 -9.53 7.16
O -3.08 -9.80 6.68
C -3.09 -11.11 6.04
H -3.21 -4.19 2.42
H -3.03 -3.53 4.06
H -4.27 -4.66 3.66
H -3.65 -5.59 5.53
H -2.04 -4.74 5.69
H -0.83 -6.88 5.96
H -2.08 -7.75 5.24
H -3.56 -7.13 7.23
H -2.57 -8.39 8.78
H -0.86 -7.83 8.15
H -1.40 -10.31 7.80
H -1.10 -9.38 6.33
H -4.05 -11.20 5.57
H -2.85 -11.89 6.77
H -2.40 -11.18 5.19
C 5.67 2.36 -4.12
O 6.74 1.41 -3.95
C 7.25 0.85 -5.16
C 8.49 1.53 -5.65
N 8.30 2.81 -6.27
C 9.51 3.57 -6.48
C 9.98 4.33 -5.31
O 11.26 4.82 -5.61
C 11.86 5.51 -4.50
H 4.93 1.78 -4.67
H 6.04 3.11 -4.82
H 5.28 2.74 -3.15
H 6.50 0.90 -5.96
H 7.38 -0.21 -5.00
H 9.04 0.81 -6.32
H 9.11 1.70 -4.78
H 7.69 2.76 -7.06
H 9.46 4.28 -7.26
H 10.33 2.95 -6.78
H 10.05 3.75 -4.39
H 9.28 5.13 -5.01
H 12.82 5.90 -4.89
H 12.04 4.85 -3.67
H 11.29 6.42 -4.24
C -6.36 -1.08 5.02
O -6.52 -2.53 5.27
C -6.77 -2.90 6.61
C -6.90 -4.44 6.60
N -7.99 -4.85 5.72
C -8.25 -6.29 5.69
C -7.45 -7.02 4.70
O -6.09 -6.62 4.65
C -5.41 -7.56 3.86
H -7.10 -0.50 5.56
H -6.63 -0.99 3.92
H -5.35 -0.72 5.17
H -7.71 -2.44 7.04
H -5.86 -2.57 7.22
H -7.06 -4.72 7.63
H -5.89 -4.77 6.34
H -7.80 -4.39 4.84
H -9.31 -6.41 5.42
H -8.04 -6.56 6.72
H -7.91 -6.91 3.70
H -7.53 -8.07 4.98
H -5.34 -8.48 4.39
H -4.40 -7.21 3.57
H -5.99 -7.65 2.97
C -3.20 0.45 -1.47
O -3.86 0.21 -2.66
C -3.04 -0.48 -3.61
C -3.87 -0.79 -4.84
N -4.20 0.39 -5.59
C -5.24 0.16 -6.66
C -5.50 1.40 -7.47
O -6.12 2.34 -6.51
C -6.33 3.63 -7.02
H -2.99 -0.49 -0.91
H -3.91 0.94 -0.81
H -2.25 0.97 -1.60
H -2.64 -1.43 -3.16
H -2.26 0.18 -3.86
H -4.78 -1.32 -4.47
H -3.29 -1.51 -5.42
H -4.56 1.08 -4.96
H -6.15 -0.18 -6.25
H -4.79 -0.56 -7.26
H -6.22 1.32 -8.27
H -4.57 1.85 -7.84
H -7.05 3.61 -7.82
H -5.38 4.16 -7.31
H -6.74 4.28 -6.17
C 6.27 7.06 -1.74
O 5.42 6.77 -0.64
C 5.19 5.39 -0.47
C 4.73 5.22 0.96
N 5.82 5.58 1.88
C 7.17 4.96 1.77
C 7.87 4.99 3.15
O 9.14 4.46 3.14
C 9.23 3.05 2.96
H 6.31 8.14 -1.94
H 5.95 6.65 -2.75
H 7.35 6.78 -1.51
H 6.11 4.81 -0.60
H 4.41 5.10 -1.15
H 4.36 4.19 1.10
H 3.86 5.85 1.17
H 5.85 6.53 2.13
H 7.84 5.56 1.00
H 7.06 3.92 1.47
H 7.21 4.47 3.83
H 8.06 6.05 3.45
H 8.81 2.55 3.79
H 10.28 2.84 2.92
H 8.69 2.69 2.05
C 0.98 -8.54 4.33
O 1.35 -7.28 4.06
C 0.83 -6.77 2.89
C 1.18 -5.31 2.81
N 0.34 -4.52 3.72
C 0.53 -3.06 3.68
C 1.56 -2.72 4.74
O 1.66 -1.29 4.72
C 2.47 -0.69 5.72
H -0.09 -8.61 4.61
H 1.68 -8.92 5.08
H 1.10 -9.24 3.47
H -0.26 -6.94 2.82
H 1.29 -7.27 2.07
H 1.13 -4.89 1.82
H 2.20 -5.27 3.16
H -0.64 -4.77 3.44
H -0.45 -2.66 4.00
H 0.80 -2.57 2.71
H 2.54 -3.14 4.51
H 1.23 -3.04 5.74
H 3.50 -0.96 5.67
H 2.20 -1.10 6.66
H 2.39 0.42 5.70
C -1.89 4.67 -5.86
O -1.23 4.34 -4.68
C -1.70 3.12 -4.11
C -0.63 2.60 -3.14
N 0.70 2.75 -3.60
C 1.12 2.32 -4.95
C 1.74 0.91 -4.95
O 0.74 0.01 -4.57
C 1.20 -1.32 -4.53
H -2.95 4.70 -5.75
H -1.59 4.10 -6.72
H -1.63 5.64 -6.17
H -1.97 2.38 -4.88
H -2.58 3.31 -3.48
H -0.78 1.58 -2.88
H -0.69 3.14 -2.19
H 1.03 3.67 -3.42
H 1.87 2.98 -5.34
H 0.31 2.38 -5.67
H 2.58 0.88 -4.18
H 2.22 0.70 -5.92
H 0.45 -1.99 -4.15
H 1.99 -1.41 -3.81
H 1.48 -1.75 -5.53
C -4.26 -1.08 2.18
O -3.25 -1.73 1.46
C -1.93 -1.55 2.02
C -1.18 -0.45 1.36
N 0.07 -0.22 1.98
C 0.92 0.89 1.59
C 1.92 0.73 0.39
O 2.47 1.97 0.12
C 3.18 1.98 -1.09
H -4.38 -1.53 3.20
H -5.16 -1.19 1.58
H -4.07 0.00 2.31
H -1.42 -2.50 1.87
H -1.98 -1.41 3.11
H -1.85 0.41 1.37
H -1.04 -0.72 0.30
H 0.09 -0.33 2.96
H 1.46 1.24 2.48
H 0.32 1.76 1.33
H 1.35 0.46 -0.49
H 2.68 -0.07 0.62
H 3.85 2.85 -1.14
H 2.46 1.94 -1.93
H 3.86 1.05 -1.17
C 1.18 5.09 -0.66
O 1.04 5.47 -1.99
C 1.13 6.90 -2.16
C 0.74 7.23 -3.58
N 1.38 6.31 -4.48
C 1.53 6.91 -5.78
C 2.73 7.90 -5.85
O 2.48 8.91 -6.86
C 3.42 9.92 -6.92
H 0.45 5.60 -0.07
H 2.19 5.32 -0.26
H 1.03 4.04 -0.67
H 2.17 7.11 -2.06
H 0.45 7.36 -1.52
H 1.10 8.25 -3.78
H -0.32 7.22 -3.70
H 0.78 5.48 -4.53
H 0.68 7.48 -6.16
H 1.60 6.14 -6.56
H 3.63 7.29 -6.21
H 2.98 8.37 -4.88
H 4.33 9.50 -7.41
H 3.73 10.34 -5.93
H 3.03 10.77 -7.50
C -4.33 -4.54 -7.06
O -5.24 -3.50 -6.84
C -6.58 -3.79 -7.02
C -7.17 -4.78 -5.92
N -6.92 -4.10 -4.67
C -7.09 -4.82 -3.43
C -7.01 -4.01 -2.15
O -5.69 -3.40 -2.21
C -5.44 -2.54 -1.09
H -4.33 -5.20 -6.18
H -3.33 -4.14 -7.20
H -4.51 -5.11 -7.94
H -6.61 -4.26 -8.02
H -7.08 -2.84 -6.91
H -6.76 -5.74 -5.99
H -8.23 -4.81 -6.08
H -6.02 -3.65 -4.72
H -6.48 -5.71 -3.30
H -8.11 -5.21 -3.48
H -7.15 -4.55 -1.21
H -7.67 -3.12 -2.21
H -4.36 -2.38 -0.94
H -5.78 -3.01 -0.17
H -5.97 -1.59 -1.13
C -3.08 -5.46 -1.03
C -1.82 -5.47 -0.21
O -0.69 -5.73 -1.03
H -3.94 -5.00 -0.59
H -3.37 -6.50 -1.31
H -2.97 -4.87 -1.92
H -1.74 -6.29 0.47
H -1.69 -4.56 0.39
H -0.40 -4.93 -1.40
C 6.90 -2.99 -1.35
C 6.79 -2.34 -2.70
O 5.76 -1.46 -2.84
H 7.37 -2.39 -0.62
H 7.40 -3.93 -1.49
H 5.85 -3.10 -0.96
H 6.58 -3.05 -3.48
H 7.77 -1.87 -2.95
H 6.04 -0.58 -2.58
C 2.49 -3.79 -0.61
C 1.41 -2.80 -0.70
O 0.47 -3.22 -1.67
H 3.08 -3.60 0.29
H 3.24 -3.65 -1.37
H 2.13 -4.80 -0.64
H 1.74 -1.79 -1.07
H 0.90 -2.72 0.27
H -0.29 -2.63 -1.64
C -2.07 0.23 6.35
C -2.79 1.22 5.50
O -2.91 0.76 4.13
H -2.15 0.70 7.33
H -1.05 0.11 5.95
H -2.59 -0.73 6.35
H -2.19 2.14 5.48
H -3.80 1.40 5.97
H -3.35 1.45 3.59
C 8.27 0.75 -0.28
C 7.14 1.69 -0.64
O 7.60 3.11 -0.89
H 7.97 -0.30 -0.10
H 8.74 0.96 0.66
H 9.04 0.83 -1.03
H 6.47 1.94 0.23
H 6.55 1.30 -1.48
H 8.03 3.25 -1.75
C 1.94 4.08 3.33
C 1.47 3.62 4.71
O 0.84 2.40 4.59
H 2.47 3.33 2.73
H 2.68 4.89 3.53
H 1.07 4.54 2.80
H 0.80 4.44 5.01
H 2.23 3.50 5.46
H 0.47 1.99 5.38
C 4.14 1.25 3.25
C 5.22 2.25 3.48
O 5.81 2.17 4.79
H 4.61 0.25 3.23
H 3.72 1.43 2.28
H 3.29 1.24 3.94
H 4.75 3.21 3.35
H 6.05 2.23 2.68
H 5.96 3.07 5.12
```

Computed properties:
E_HOMO = -0.29710 Ha
Kohn-Sham gap = 8.624 eV
energy above the lowest of the compared OMol25 structures with the same formula, charge and spin = 7.1 kJ/mol